Record 1
ORCA calculation (wB97M-V/def2-TZVPD) on a structure of composition C37H37F3O2P2W.

The geometry in XYZ format:
```
82
Properties=species:S:1:pos:R:3:lowdin_spin:R:1
W 0.039 0.105 -1.777 0.00
C -1.253 -0.460 -0.235 0.00
C -1.919 -0.534 -1.524 0.00
C -2.816 0.586 -1.983 0.00
C -2.126 1.681 -2.861 0.00
C -0.682 1.899 -2.559 0.00
C -0.247 2.074 -1.184 0.00
C -1.213 2.090 -0.029 0.00
C -1.451 0.720 0.654 0.01
C 1.370 0.156 -0.261 0.00
H -1.003 -1.395 0.260 0.00
H -2.147 -1.526 -1.914 0.00
H -3.390 1.059 -1.164 0.00
H -3.621 0.142 -2.612 0.00
H -2.266 1.388 -3.921 0.00
H -2.722 2.617 -2.765 0.00
H -0.046 2.323 -3.333 0.00
H 0.680 2.625 -1.037 0.00
H -2.179 2.558 -0.282 0.00
H -0.803 2.747 0.765 0.00
H -0.808 0.633 1.550 0.00
H -2.458 0.718 1.121 0.00
H 1.116 -0.023 0.786 0.00
H 2.061 0.996 -0.391 0.00
H 1.859 -0.742 -0.667 0.00
P 0.019 -2.120 -9.211 0.27
P 1.875 0.389 -9.517 0.29
C -0.677 -0.569 -9.856 0.02
C 0.128 0.515 -9.991 0.02
C -0.728 -3.336 -10.365 0.05
C -1.880 -3.066 -11.117 0.01
C -2.446 -4.071 -11.905 0.00
C -1.829 -5.319 -12.013 0.01
C -0.624 -5.558 -11.338 0.00
C -0.066 -4.575 -10.521 0.01
C -0.956 -2.297 -7.666 0.04
C -0.612 -1.405 -6.635 0.02
C -1.314 -1.431 -5.437 0.00
C -2.327 -2.373 -5.230 0.02
C -2.660 -3.265 -6.257 0.00
C -1.971 -3.242 -7.473 0.02
C 2.604 1.117 -11.072 0.05
C 2.551 0.327 -12.238 0.02
C 3.008 0.838 -13.454 0.00
C 3.536 2.133 -13.525 0.03
C 3.616 2.903 -12.363 0.00
C 3.169 2.399 -11.136 0.02
C 2.020 1.795 -8.370 0.04
C 3.194 1.842 -7.590 0.01
C 3.407 2.926 -6.745 0.00
C 2.446 3.942 -6.652 0.01
C 1.272 3.876 -7.407 0.00
C 1.046 2.791 -8.256 0.01
H -1.749 -0.542 -10.078 0.01
H -0.224 1.464 -10.416 0.01
H -2.356 -2.088 -11.089 0.00
H -3.383 -3.871 -12.425 0.00
H -2.283 -6.099 -12.625 0.00
H -0.125 -6.521 -11.452 0.00
H 0.883 -4.757 -10.009 0.00
H 0.205 -0.697 -6.794 0.00
H -1.050 -0.719 -4.650 0.00
H -2.838 -2.417 -4.268 0.00
H -3.468 -3.981 -6.111 0.00
H -2.244 -3.932 -8.274 0.00
H 2.134 -0.681 -12.185 0.00
H 2.963 0.220 -14.349 0.00
H 3.910 2.522 -14.475 0.00
H 4.024 3.911 -12.409 0.00
H 3.228 3.029 -10.245 0.00
H 3.921 1.030 -7.657 0.00
H 4.317 2.974 -6.150 0.00
H 2.609 4.782 -5.979 0.00
H 0.526 4.667 -7.345 0.00
H 0.129 2.735 -8.840 0.00
F 1.221 -1.440 5.405 0.03
C 1.026 -0.116 5.174 0.08
F 0.016 0.315 6.001 0.02
F 2.160 0.539 5.559 0.01
C 0.664 0.229 3.663 0.08
O 0.302 -0.751 2.969 0.05
O 0.795 1.445 3.409 0.72
```

Values from the calculation:
Energy   -2631.110052 hartree
Max |F|   4.51 eV Å⁻¹
⟨S²⟩   2.02
Spin multiplicity   3
Net charge   +2
Kohn-Sham gap (spin up / spin down)   0.23944 / 0.17073 Ha
Energy above the lowest of the compared OMol25 structures with the same formula, charge and spin   0.0 kJ/mol

Record 2
ORCA calculation (wB97M-V/def2-TZVPD) on an isolated molecule of C16H23ClN2O2.

The geometry in XYZ format:
```
44
Properties=species:S:1:pos:R:3:lowdin_charge:R:1
C 1.521 3.565 0.999 -0.09
C 1.063 3.479 -0.450 -0.16
C 0.392 2.150 -0.836 -0.24
O -0.812 2.017 -0.104 -0.03
C -1.726 1.105 -0.527 -0.27
C -1.496 0.135 -1.499 -0.01
C -2.503 -0.758 -1.824 -0.07
C -3.737 -0.709 -1.202 -0.12
C -3.954 0.263 -0.237 -0.67
Cl -5.486 0.347 0.560 0.67
C -2.970 1.168 0.104 -0.03
C 1.409 0.999 -0.756 -0.43
O 2.129 0.838 -1.730 0.06
N 1.548 0.240 0.347 -0.02
C 0.789 0.283 1.577 -0.14
C -0.218 -0.865 1.728 -0.13
C 0.337 -2.248 1.370 -0.19
N 0.606 -2.313 -0.057 -0.23
C 0.085 -3.490 -0.708 -0.10
C 1.990 -2.072 -0.411 -0.18
C 2.541 -0.817 0.274 -0.12
H 1.985 4.532 1.176 0.07
H 2.250 2.790 1.223 0.07
H 0.675 3.466 1.674 0.07
H 0.348 4.280 -0.649 0.12
H 1.918 3.609 -1.116 0.12
H 0.149 2.222 -1.908 0.16
H -0.539 0.049 -1.985 0.11
H -2.315 -1.511 -2.573 0.11
H -4.517 -1.408 -1.456 0.10
H -3.139 1.921 0.856 0.12
H 1.509 0.241 2.404 0.13
H 0.252 1.227 1.644 0.10
H -1.073 -0.684 1.077 0.09
H -0.569 -0.869 2.761 0.12
H -0.426 -2.988 1.623 0.12
H 1.227 -2.481 1.972 0.12
H 0.235 -3.393 -1.783 0.08
H 0.571 -4.422 -0.374 0.09
H -0.985 -3.561 -0.515 0.08
H 2.025 -1.926 -1.494 0.12
H 2.645 -2.926 -0.156 0.12
H 3.391 -0.448 -0.306 0.13
H 2.875 -1.038 1.289 0.12
```

Values from the calculation:
Energy   -1343.669546 hartree
Max |F|   0.72 eV Å⁻¹
Net charge   0
Kohn-Sham gap   0.33923 Ha
Energy above the lowest of the compared OMol25 structures with the same formula, charge and spin   0.3 kJ/mol
SMILES   CC[C@H](Oc1cccc(Cl)c1)C(=O)N1CCCN(C)CC1

Record 3
ORCA calculation (wB97M-V/def2-TZVPD) on a structure of composition C10H30O2P2RhSi.

The geometry in XYZ format:
```
46
Properties=species:S:1:pos:R:3:lowdin_spin:R:1
Rh 0.574 -0.001 0.126 1.62
H -4.388 -0.504 -0.240 0.00
H -4.415 0.243 -0.180 0.00
P 0.177 -2.155 -0.349 0.19
P 0.204 2.111 -0.566 0.26
C 1.602 3.155 -0.040 0.05
H 1.352 4.211 -0.218 0.01
H 1.819 2.998 1.027 0.00
H 2.491 2.885 -0.628 0.00
C -0.263 2.731 -2.211 0.03
H -1.275 2.384 -2.456 0.00
H -0.239 3.830 -2.205 0.00
H 0.439 2.354 -2.962 0.01
C -1.212 2.650 0.465 0.09
H -1.008 2.440 1.525 0.00
H -1.390 3.725 0.320 0.02
H -2.110 2.090 0.158 0.01
C -0.065 -2.493 -2.117 0.01
H -0.094 -3.578 -2.276 0.00
H -1.008 -2.038 -2.444 0.00
H 0.764 -2.051 -2.685 0.01
C 1.508 -3.238 0.261 0.03
H 1.617 -3.100 1.347 0.00
H 1.253 -4.279 0.040 0.01
H 2.456 -2.971 -0.228 0.00
C -1.332 -2.783 0.464 0.07
H -2.199 -2.218 0.098 0.00
H -1.462 -3.849 0.229 0.01
H -1.249 -2.647 1.550 0.00
C 2.407 -0.049 0.345 0.23
O 3.536 -0.110 0.579 0.11
H 0.668 0.364 -1.417 0.11
C 1.565 -0.874 4.774 0.07
Si 0.134 -0.005 3.873 0.11
C -1.482 -0.907 4.273 0.09
C 0.027 1.750 4.585 0.00
O 0.329 0.043 2.304 0.80
H 1.582 -0.693 5.854 0.01
H 2.535 -0.557 4.365 0.00
H 1.503 -1.961 4.622 0.00
H -1.630 -0.986 5.358 0.01
H -2.338 -0.371 3.849 0.00
H -1.495 -1.919 3.853 0.00
H 0.898 2.344 4.277 0.00
H -0.869 2.279 4.240 0.00
H 0.005 1.731 5.682 0.00
```

Values from the calculation:
Energy   -1631.865975 hartree
Max |F|   4.64 eV Å⁻¹
⟨S²⟩   6.02
Spin multiplicity   5
Net charge   +1
Kohn-Sham gap (spin up / spin down)   0.21538 / 0.23147 Ha
Energy above the lowest of the compared OMol25 structures with the same formula, charge and spin   37.9 kJ/mol

Record 4
ORCA calculation (wB97M-V/def2-TZVPD) on an isolated molecule of C5H8O.

The geometry in XYZ format:
```
14
Properties=species:S:1:pos:R:3:lowdin_charge:R:1
C 1.351 -0.107 -1.352 -0.04
C 0.053 -0.054 -0.593 -0.35
C -0.249 -0.932 0.617 -0.14
C -1.212 0.009 1.316 -0.09
C -0.873 1.253 0.990 -0.16
O 0.051 1.317 -0.009 -0.07
H 2.175 -0.010 -0.642 0.08
H 1.488 -0.994 -1.977 0.08
H 1.343 0.769 -2.006 0.08
H -0.808 -0.153 -1.279 0.15
H 0.659 -1.098 1.220 0.12
H -0.687 -1.910 0.402 0.11
H -2.074 -0.278 1.891 0.09
H -1.217 2.189 1.422 0.12
```

Values from the calculation:
Energy   -270.516176 hartree
Max |F|   0.57 eV Å⁻¹
Net charge   0
Kohn-Sham gap   0.35188 Ha
Energy above the lowest of the compared OMol25 structures with the same formula, charge and spin   109.5 kJ/mol
SMILES   C[C@H]1CC=CO1

Record 5
ORCA calculation (wB97M-V/def2-TZVPD) on an isolated molecule of C26H26N4O3S.

The geometry in XYZ format:
```
60
Properties=species:S:1:pos:R:3:lowdin_charge:R:1
C -4.395 -0.481 2.276 -0.07
C -3.634 -0.826 0.997 -0.25
N -4.265 -0.392 -0.231 -0.26
C -5.586 -0.901 -0.548 -0.25
C -5.557 -2.376 -0.931 -0.07
S -4.017 1.232 -0.569 0.70
O -4.695 1.524 -1.799 -0.29
O -4.317 2.071 0.560 -0.29
C -2.240 1.280 -0.825 -0.22
C -1.515 2.101 0.013 0.01
C -0.132 2.196 -0.121 -0.24
N 0.584 3.011 0.762 0.15
C 1.774 2.753 1.385 -0.43
O 2.273 3.563 2.133 0.10
C 2.389 1.422 1.092 -0.09
C 3.630 1.359 0.515 0.06
C 4.184 0.095 0.205 -0.20
C 5.509 0.017 -0.426 -0.22
C 6.138 -1.215 -0.613 -0.01
C 7.389 -1.237 -1.200 -0.06
C 7.971 -0.037 -1.581 -0.06
C 7.262 1.134 -1.355 -0.14
N 6.069 1.167 -0.796 0.11
N 3.556 -1.032 0.442 0.17
C 2.357 -1.000 1.048 -0.21
C 1.713 -2.228 1.317 -0.01
C 0.508 -2.249 1.960 -0.07
C -0.097 -1.053 2.375 -0.07
C 0.492 0.154 2.116 -0.02
C 1.719 0.214 1.427 -0.10
C 0.488 1.481 -1.143 0.01
C -0.257 0.663 -1.972 0.00
C -1.635 0.535 -1.830 -0.24
C -2.433 -0.362 -2.715 -0.04
H -3.784 -0.723 3.142 0.07
H -4.623 0.581 2.286 0.06
H -5.322 -1.045 2.345 0.07
H -3.471 -1.907 0.931 0.12
H -2.654 -0.340 1.012 0.09
H -6.285 -0.743 0.282 0.12
H -5.927 -0.305 -1.396 0.11
H -6.545 -2.680 -1.266 0.08
H -4.849 -2.543 -1.739 0.07
H -5.276 -2.996 -0.084 0.07
H -2.048 2.656 0.769 0.12
H 0.109 3.844 1.091 0.16
H 4.186 2.248 0.266 0.12
H 5.635 -2.113 -0.294 0.10
H 7.906 -2.173 -1.358 0.11
H 8.947 -0.010 -2.041 0.10
H 7.669 2.097 -1.636 0.11
H 2.211 -3.135 1.013 0.11
H 0.020 -3.189 2.170 0.10
H -1.033 -1.092 2.912 0.10
H 0.031 1.067 2.460 0.12
H 1.551 1.574 -1.298 0.12
H 0.245 0.116 -2.757 0.12
H -1.867 -0.630 -3.603 0.08
H -3.359 0.131 -3.001 0.07
H -2.696 -1.271 -2.176 0.08
```

Values from the calculation:
Energy   -1849.335437 hartree
Max |F|   1.17 eV Å⁻¹
Net charge   0
Kohn-Sham gap   0.30746 Ha
Energy above the lowest of the compared OMol25 structures with the same formula, charge and spin   142.0 kJ/mol
SMILES   CCN(CC)S(=O)(=O)c1cc(NC(=O)c2cc(-c3ccccn3)nc3ccccc23)ccc1C

Record 6
ORCA calculation (wB97M-V/def2-TZVPD) on an isolated molecule of C9H9N3.

The geometry in XYZ format:
```
21
Properties=species:S:1:pos:R:3:lowdin_charge:R:1
C 2.699 -0.588 1.664 -0.08
C 1.625 -1.366 2.140 -0.11
C 0.382 -1.336 1.593 -0.03
C 0.292 -0.432 0.545 -0.12
C 1.343 0.311 0.012 -0.25
C 2.580 0.324 0.617 -0.02
N 0.915 1.123 -1.062 0.16
C -0.299 0.739 -1.279 -0.28
N -0.813 -0.140 -0.365 0.03
C -2.255 0.167 -0.280 -0.17
N -2.650 0.430 -1.644 -0.04
C -1.526 1.243 -2.179 -0.08
H 3.668 -0.679 2.167 0.10
H 1.709 -1.953 3.052 0.10
H -0.308 -2.093 1.879 0.11
H 3.363 0.905 0.131 0.12
H -2.751 -0.694 0.055 0.11
H -2.496 1.118 0.246 0.14
H -2.508 -0.475 -2.131 0.12
H -1.409 1.136 -3.224 0.10
H -1.564 2.260 -1.937 0.09
```

Values from the calculation:
Energy   -512.597092 hartree
Max |F|   3.31 eV Å⁻¹
Net charge   0
Kohn-Sham gap   0.35154 Ha
Energy above the lowest of the compared OMol25 structures with the same formula, charge and spin   151.5 kJ/mol
SMILES   c1ccc2c(c1)nc1n2CNC1